{"formula": "C46H106N4O9S5", "method": "wB97M-V/def2-TZVPD", "symbols": ["C", "S", "O", "C", "H", "H", "H", "H", "H", "H", "C", "S", "O", "C", "H", "H", "H", "H", "H", "H", "C", "S", "O", "C", "H", "H", "H", "H", "H", "H", "C", "S", "O", "C", "H", "H", "H", "H", "H", "H", "C", "S", "O", "C", "H", "H", "H", "H", "H", "H", "C", "C", "C", "C", "C", "C", "N", "O", "C", "C", "C", "H", "H", "H", "H", "H", "H", "H", "H", "H", "H", "H", "H", "H", "H", "H", "H", "H", "H", "H", "C", "C", "C", "C", "C", "C", "N", "O", "C", "C", "C", "H", "H", "H", "H", "H", "H", "H", "H", "H", "H", "H", "H", "H", "H", "H", "H", "H", "H", "H", "C", "C", "C", "C", "C", "C", "N", "O", "C", "C", "C", "H", "H", "H", "H", "H", "H", "H", "H", "H", "H", "H", "H", "H", "H", "H", "H", "H", "H", "H", "C", "C", "C", "C", "C", "C", "N", "O", "C", "C", "C", "H", "H", "H", "H", "H", "H", "H", "H", "H", "H", "H", "H", "H", "H", "H", "H", "H", "H", "H"], "xyz": [[23.808, 31.887, -14.598], [22.990, 31.875, -12.895], [21.614, 31.224, -13.136], [23.976, 30.544, -12.231], [23.403, 32.688, -15.217], [23.931, 30.902, -15.048], [24.814, 32.214, -14.338], [23.389, 29.843, -11.638], [24.813, 30.949, -11.661], [24.291, 29.954, -13.092], [30.226, 28.590, -6.599], [30.230, 30.415, -6.893], [30.392, 31.065, -5.547], [31.806, 30.556, -7.891], [31.079, 28.396, -5.949], [30.200, 27.933, -7.468], [29.422, 28.354, -5.902], [31.850, 31.417, -8.558], [31.722, 29.701, -8.562], [32.636, 30.470, -7.190], [21.168, 30.563, -8.003], [22.371, 31.857, -8.516], [21.579, 33.128, -8.517], [23.526, 31.797, -7.065], [21.781, 29.662, -7.965], [20.450, 30.337, -8.791], [20.691, 30.847, -7.065], [23.450, 32.653, -6.395], [24.518, 31.966, -7.485], [23.540, 30.819, -6.582], [30.368, 22.722, -10.389], [31.206, 23.475, -8.975], [30.021, 24.268, -8.418], [31.450, 21.910, -7.845], [30.857, 22.931, -11.341], [29.396, 23.208, -10.465], [30.349, 21.667, -10.117], [31.959, 21.158, -8.448], [30.405, 21.722, -7.597], [31.979, 22.018, -6.898], [28.018, 24.355, -5.871], [29.449, 25.293, -5.410], [28.913, 26.401, -4.482], [30.427, 24.029, -4.479], [27.656, 23.561, -5.218], [28.287, 23.735, -6.726], [27.150, 24.849, -6.307], [30.747, 23.164, -5.060], [29.787, 23.520, -3.758], [31.263, 24.595, -4.069], [24.740, 26.808, -7.277], [25.635, 27.498, -8.331], [27.028, 26.814, -8.491], [27.048, 25.527, -9.331], [26.431, 25.811, -10.790], [25.017, 26.374, -10.696], [25.028, 27.480, -9.681], [23.863, 28.329, -9.669], [24.576, 26.839, -12.110], [24.064, 25.117, -10.334], [26.076, 28.988, -7.952], [24.892, 26.996, -6.214], [24.299, 25.841, -7.516], [23.771, 27.262, -7.481], [27.776, 27.396, -9.028], [27.382, 26.871, -7.462], [26.715, 24.631, -8.806], [28.081, 25.242, -9.532], [26.587, 24.944, -11.432], [26.969, 26.579, -11.347], [25.135, 27.750, -12.325], [24.943, 26.187, -12.903], [23.498, 26.963, -12.003], [24.538, 24.609, -9.494], [23.105, 25.536, -10.031], [23.965, 24.479, -11.212], [25.332, 29.783, -7.904], [26.959, 29.306, -8.507], [26.517, 28.938, -6.956], [24.244, 29.101, -10.093], [20.516, 25.671, -0.139], [20.029, 25.733, -1.489], [19.875, 27.314, -1.849], [19.515, 27.471, -3.298], [20.643, 26.926, -4.283], [21.007, 25.413, -3.943], [21.003, 25.119, -2.458], [21.280, 23.846, -2.199], [20.039, 24.508, -4.705], [22.423, 25.272, -4.616], [18.606, 25.032, -1.574], [20.727, 24.719, 0.350], [19.774, 26.180, 0.476], [21.364, 26.352, -0.072], [19.153, 27.785, -1.182], [20.842, 27.807, -1.753], [19.226, 28.475, -3.609], [18.548, 27.023, -3.525], [21.510, 27.586, -4.278], [20.249, 27.080, -5.287], [19.335, 23.903, -4.134], [19.465, 25.000, -5.490], [20.306, 23.681, -5.363], [22.399, 25.385, -5.700], [23.067, 26.088, -4.291], [22.940, 24.317, -4.525], [17.821, 25.401, -2.234], [18.176, 25.036, -0.573], [18.762, 23.966, -1.737], [22.077, 23.809, -1.665], [31.095, 31.324, -11.687], [30.662, 30.693, -13.026], [31.964, 30.429, -13.756], [32.710, 29.190, -13.198], [31.911, 27.925, -13.302], [30.583, 28.081, -12.622], [29.927, 29.461, -12.809], [28.673, 29.545, -12.159], [29.687, 26.943, -12.971], [30.825, 27.899, -10.998], [29.923, 31.717, -13.874], [31.309, 32.384, -11.820], [31.886, 30.682, -11.299], [30.296, 31.130, -10.972], [31.854, 30.188, -14.813], [32.677, 31.242, -13.615], [33.030, 29.509, -12.206], [33.616, 29.025, -13.782], [32.520, 27.117, -12.897], [31.870, 27.719, -14.372], [30.095, 25.999, -12.612], [28.676, 27.033, -12.573], [29.675, 26.931, -14.061], [31.308, 28.798, -10.615], [29.846, 27.768, -10.537], [31.377, 26.962, -10.925], [30.190, 31.761, -14.930], [30.180, 32.700, -13.480], [28.843, 31.579, -13.828], [28.174, 28.995, -12.766], [23.716, 18.498, -12.789], [24.590, 19.737, -13.050], [23.704, 21.018, -13.054], [24.526, 22.349, -13.120], [25.299, 22.288, -11.814], [26.384, 21.226, -11.795], [25.635, 19.934, -11.983], [26.386, 18.779, -11.809], [27.555, 21.689, -12.776], [26.848, 21.221, -10.360], [25.336, 19.544, -14.402], [24.156, 17.649, -13.313], [22.780, 18.431, -13.344], [23.533, 18.354, -11.725], [22.966, 21.135, -13.846], [23.214, 21.011, -12.080], [23.872, 23.221, -13.120], [25.114, 22.485, -14.028], [24.575, 22.099, -11.021], [25.729, 23.157, -11.316], [27.161, 21.943, -13.760], [28.320, 22.366, -12.395], [28.196, 20.857, -13.067], [27.122, 22.231, -10.054], [26.078, 20.852, -9.683], [27.705, 20.550, -10.303], [25.602, 20.463, -14.923], [24.700, 19.081, -15.157], [26.204, 18.888, -14.336], [25.974, 18.353, -11.053]], "gap_ev": 7.95, "energy_ha": -4702.77961, "lumo_energy_ev": -0.0104}